Record 1
Here is a structure of composition C26H36BiP from the Open Molecules 2025 dataset. Energies are from wB97M-V/def2-TZVPD.

Net charge: +2
2S+1: 1

The geometry in XYZ format:
```
64
Properties=species:S:1:pos:R:3:forces:R:3
C 1.857 2.514 -1.661 0.1 -0.1 0.0
H 2.650 3.230 -1.410 -0.1 -0.3 0.0
H 2.177 1.959 -2.555 0.0 0.1 0.1
H 1.773 1.789 -0.826 0.4 0.5 -0.1
C 0.545 3.249 -1.902 0.0 0.3 0.2
H -0.248 2.536 -2.173 -0.1 0.0 -0.2
H 0.208 3.719 -0.969 0.1 -0.1 -0.2
C 0.679 4.314 -2.990 -0.1 -0.1 -0.1
H -0.261 4.855 -3.128 0.1 -0.1 0.0
H 1.452 5.040 -2.716 -0.1 -0.1 0.0
H 0.958 3.865 -3.949 0.0 0.1 0.1
C -0.938 -2.331 -1.011 -0.2 0.3 -0.7
C -1.598 -1.490 -1.999 0.4 -0.6 0.6
C -0.608 -1.101 -2.985 1.1 -0.8 -0.1
C 0.662 -1.702 -2.602 -1.1 0.0 -0.7
C 0.452 -2.464 -1.397 -0.4 0.1 -0.1
C 1.433 -3.361 -0.732 0.5 0.0 0.3
C 1.912 -1.663 -3.410 0.5 0.2 -0.2
C -0.865 -0.325 -4.230 0.0 0.4 -0.4
C -3.051 -1.178 -2.029 -0.5 0.2 0.0
C -1.607 -3.052 0.108 -0.1 0.0 0.5
Bi -0.030 -0.064 -0.871 -0.1 0.3 1.1
H 2.785 -1.982 -2.828 -0.2 0.1 -0.2
H 1.830 -2.337 -4.278 0.0 0.2 0.3
H 2.122 -0.653 -3.797 -0.1 -0.3 0.1
H 2.464 -3.097 -1.005 -0.3 -0.1 0.1
H 1.351 -3.308 0.363 0.0 -0.1 -0.3
H 1.263 -4.410 -1.029 0.0 0.4 0.0
H -2.447 -2.476 0.523 0.2 -0.1 -0.2
H -2.003 -4.020 -0.237 0.1 0.3 0.0
H -0.920 -3.254 0.941 -0.1 0.0 -0.3
H -3.256 -0.295 -2.650 0.0 -0.3 0.2
H -3.618 -2.024 -2.448 0.2 0.2 0.1
H -3.445 -0.982 -1.019 0.1 -0.1 -0.3
H -0.056 0.393 -4.443 -0.2 -0.3 0.1
H -0.941 -0.994 -5.103 0.0 0.1 0.3
H -1.802 0.243 -4.171 0.3 -0.2 0.0
C -2.569 0.275 2.936 -0.4 -0.2 0.0
P -1.094 0.083 1.880 0.5 0.5 0.4
C -0.315 1.727 2.091 0.2 -0.1 -0.4
C -0.893 2.783 1.357 0.4 -0.2 0.3
C -0.460 4.090 1.558 0.1 0.0 0.1
C 0.571 4.349 2.469 -0.2 0.0 0.0
C 1.180 3.295 3.153 0.1 0.1 -0.1
C 0.758 1.981 2.954 -0.1 0.2 0.0
C -0.034 -1.152 2.714 0.0 -0.5 -0.2
C 1.351 -1.276 2.471 -0.4 -0.1 0.0
C 2.080 -2.295 3.090 0.0 -0.1 -0.1
C 1.439 -3.219 3.921 -0.2 0.1 -0.2
C 0.054 -3.149 4.096 0.1 -0.1 -0.1
C -0.680 -2.138 3.484 0.2 0.3 0.0
H -3.123 1.167 2.606 0.2 -0.4 0.1
H -2.257 0.420 3.984 -0.1 -0.1 -0.4
H -3.218 -0.608 2.849 0.1 0.3 0.1
H -1.675 2.578 0.624 -0.1 0.1 0.2
H -0.931 4.908 1.010 0.2 -0.2 0.2
H 0.887 5.381 2.648 -0.1 -0.4 -0.1
H 1.991 3.502 3.854 -0.2 -0.1 -0.2
H 1.262 1.169 3.474 -0.2 0.2 0.0
H 1.865 -0.592 1.789 -0.1 0.0 0.3
H 3.156 -2.388 2.908 -0.4 0.1 0.1
H 2.007 -4.017 4.400 -0.1 0.3 -0.1
H -0.465 -3.900 4.694 0.2 0.2 -0.1
H -1.763 -2.114 3.600 0.3 0.0 0.1
```
Positions in Å, forces in eV/Å.

***

Record 2
Here is a cluster of 7 separate species, C26H36Br12F9N2O4S in total from the Open Molecules 2025 dataset. Energies are from wB97M-V/def2-TZVPD.

Net charge: +1
2S+1: 1
ΔE to the lowest compared entry with this formula, charge and spin in kJ/mol: 819.8

The geometry in XYZ format:
```
90
Properties=species:S:1:pos:R:3:forces:R:3
O 0.303 5.464 2.394 -3.4 0.6 -11.4
C -0.079 5.484 1.103 1.7 -1.3 4.3
N -0.448 5.413 -0.233 2.7 -2.6 5.9
C 0.176 4.102 -0.752 3.3 -1.2 -1.2
C 1.775 4.241 -1.185 -1.3 -3.7 -0.9
C 2.573 2.932 -1.805 -4.4 -0.6 1.1
C 4.159 2.983 -2.316 4.2 4.1 -1.1
O 4.829 4.137 -2.507 -5.2 -7.8 1.4
O 4.905 1.730 -2.582 -3.7 2.5 1.6
C 1.656 1.546 -1.922 -1.2 3.8 1.4
C 0.048 1.521 -1.453 3.1 1.6 -0.9
C -0.707 0.088 -1.693 -0.3 -0.5 2.6
C -1.058 -0.632 -0.101 3.0 -0.7 2.1
C 0.315 -1.380 0.655 -3.2 5.2 1.2
O -0.356 0.048 1.120 -2.0 -2.7 -3.8
N -0.626 2.791 -0.889 3.5 0.1 -0.9
C -2.120 2.786 -0.501 -1.1 -0.7 0.4
C -3.023 2.841 -1.864 -0.4 -1.2 0.4
C -4.541 3.492 -1.659 1.9 3.0 -1.3
F -4.727 4.179 -0.356 0.2 -2.5 -3.9
F -4.586 4.611 -2.679 -0.2 -3.2 3.0
C -5.753 2.483 -2.095 -2.0 2.6 -4.2
F -5.487 1.703 -3.350 -0.4 2.9 4.4
F -6.921 3.376 -2.448 3.9 -3.0 1.4
S -6.367 1.295 -0.809 -3.5 -4.9 1.6
F -7.118 2.545 0.096 2.1 -2.5 -2.0
F -4.935 1.300 0.118 -2.4 0.6 -1.7
F -5.720 -0.100 -1.645 -0.9 3.1 1.8
F -7.796 1.070 -1.787 3.1 0.7 2.4
F -7.027 0.177 0.331 1.5 2.6 -2.4
H 2.373 5.260 -1.102 -1.7 -2.3 -0.1
H 4.384 0.952 -2.206 0.9 1.3 -0.5
H 2.182 0.592 -2.359 -1.7 2.0 1.0
H 0.002 -0.739 -2.143 -1.3 2.2 0.6
H -1.724 0.139 -2.260 2.1 0.1 1.0
H -2.176 -1.182 0.054 3.4 1.8 -0.3
H 0.060 -1.951 1.645 1.0 0.4 -2.5
H 1.328 -0.859 0.376 -1.9 -2.2 0.2
H -2.427 1.778 0.059 1.3 2.1 -1.1
H -2.318 3.640 0.274 0.5 -1.4 -1.8
H -3.230 1.704 -2.164 0.5 2.6 0.4
H -2.408 3.356 -2.724 -1.7 -0.7 1.7
Br -2.806 4.660 2.435 -0.1 0.0 0.3
C -4.469 3.648 2.569 -0.3 0.2 0.0
C -4.634 3.047 3.946 0.0 -0.3 0.1
Br -3.499 1.476 4.170 0.0 0.2 0.0
H -4.456 2.905 1.768 0.0 0.2 0.4
H -5.261 4.377 2.370 0.2 -0.2 0.1
H -5.655 2.682 4.086 0.2 0.1 -0.1
H -4.384 3.739 4.755 0.0 -0.1 -0.3
Br 4.368 -4.879 -0.491 0.1 0.2 0.1
C 4.609 -3.353 0.701 0.0 -0.3 0.0
C 3.422 -2.419 0.641 0.2 0.0 0.5
Br 3.459 -1.334 -0.979 0.1 -0.2 -0.3
H 5.552 -2.876 0.422 -0.3 0.0 0.1
H 4.708 -3.788 1.700 -0.1 0.2 -0.1
H 3.457 -1.701 1.466 0.0 -0.1 -0.1
H 2.460 -2.939 0.657 0.3 0.0 -0.1
Br 3.741 -5.087 4.774 0.0 0.0 -0.1
C 5.179 -6.395 4.614 -0.1 -0.1 0.2
C 6.533 -5.742 4.770 0.1 -0.2 0.0
Br 7.042 -4.779 3.152 0.0 0.0 0.1
H 5.048 -6.899 3.653 0.1 0.1 0.2
H 5.002 -7.112 5.422 0.1 0.2 -0.2
H 7.312 -6.498 4.908 -0.2 0.1 0.0
H 6.577 -5.026 5.595 -0.1 -0.2 -0.2
Br 5.395 -9.830 1.000 0.0 0.1 0.1
C 6.993 -9.280 1.975 0.0 -0.1 -0.3
C 7.326 -10.260 3.077 0.2 0.1 0.2
Br 6.142 -10.028 4.609 0.0 -0.1 -0.1
H 6.812 -8.265 2.337 0.1 -0.2 0.0
H 7.789 -9.258 1.225 -0.1 0.0 0.2
H 8.332 -10.076 3.464 -0.2 0.0 -0.1
H 7.246 -11.305 2.766 0.0 0.3 0.0
Br -3.450 -3.535 -2.604 0.1 0.2 0.0
C -2.325 -3.185 -4.159 -0.3 -0.2 -0.1
C -1.087 -4.053 -4.146 0.1 0.1 -0.2
Br 0.229 -3.385 -2.871 0.0 -0.1 0.1
H -2.105 -2.114 -4.160 0.1 -0.3 0.0
H -2.953 -3.423 -5.023 0.2 0.0 0.2
H -0.585 -4.021 -5.117 -0.1 0.0 0.2
H -1.290 -5.094 -3.880 0.0 0.3 0.0
Br -3.410 10.478 -1.761 0.0 -0.2 -0.1
C -3.628 8.548 -1.583 -0.1 0.3 0.2
C -2.311 7.874 -1.277 -0.1 -0.3 -0.1
Br -1.199 7.739 -2.874 0.0 0.0 0.1
H -4.094 8.193 -2.506 0.2 0.0 0.2
H -4.330 8.417 -0.753 0.2 0.0 -0.1
H -2.473 6.841 -0.956 -0.1 0.2 -0.1
H -1.720 8.398 -0.521 -0.2 0.0 -0.2
```
Positions in Å, forces in eV/Å.

***

Record 3
Here is a structure of composition C26H36CdF6N2O4P2S2 from the Open Molecules 2025 dataset. Energies are from wB97M-V/def2-TZVPD.

2S+1: 1

The geometry in XYZ format:
```
79
Properties=species:S:1:pos:R:3:forces:R:3
Cd -0.414 1.097 -0.261 -0.1 -0.6 -2.0
C -4.070 0.621 -2.915 0.1 -0.1 0.1
C -4.164 0.155 -1.461 0.3 0.1 0.2
C -4.765 1.270 -0.615 0.1 -0.1 0.0
P -2.436 -0.293 -0.891 -0.7 -0.8 -0.4
C -2.041 -1.746 -2.031 0.1 0.2 0.1
C -1.436 -2.919 -1.266 -0.2 0.1 0.0
C -1.102 -1.278 -3.143 -0.1 -0.1 0.0
C -2.490 -1.100 0.732 0.0 0.2 0.0
C -3.659 -1.633 1.258 0.2 0.1 0.0
C -3.644 -2.346 2.443 -0.2 -0.1 0.0
C -2.431 -2.565 3.083 -0.2 0.1 0.0
C -1.262 -2.028 2.591 0.2 0.0 -0.2
C -1.249 -1.249 1.423 -0.4 -0.4 0.2
N -0.123 -0.730 0.852 -0.3 -0.6 0.5
C 1.068 -0.475 1.458 0.9 -0.4 -0.8
C 1.219 -0.034 2.845 0.4 0.7 0.2
C 2.577 0.005 3.516 0.3 -0.7 -0.1
C 3.707 -0.040 2.536 -0.1 0.1 0.0
C 3.479 -0.066 1.217 0.5 -0.1 0.5
C 2.182 -0.295 0.654 -1.1 -0.1 -0.1
P 1.860 -0.286 -1.133 1.3 0.1 0.0
C 2.919 -1.790 -1.581 -0.4 0.0 -0.1
C 3.116 -1.997 -3.076 0.1 0.2 0.2
C 2.343 -3.051 -0.945 0.1 0.2 0.1
C 2.895 1.107 -1.854 -0.2 -0.2 0.2
C 2.819 2.351 -0.979 0.1 -0.2 0.0
C 2.296 1.426 -3.227 0.1 -0.1 0.1
H -5.051 0.929 -3.274 -0.1 0.0 0.0
H -3.705 -0.163 -3.574 0.0 0.0 -0.1
H -3.403 1.483 -2.980 0.0 0.0 -0.1
H -4.788 -0.746 -1.406 0.2 0.0 0.0
H -4.129 2.152 -0.665 0.0 0.1 0.0
H -4.861 0.974 0.425 0.0 0.1 0.1
H -5.749 1.544 -0.994 -0.1 0.0 0.0
H -2.997 -2.070 -2.465 0.1 0.2 0.1
H -0.546 -2.598 -0.731 0.1 -0.1 0.0
H -1.165 -3.717 -1.954 0.0 -0.1 -0.2
H -2.141 -3.321 -0.543 0.0 -0.1 0.1
H -0.097 -1.149 -2.742 -0.1 0.0 -0.1
H -1.424 -0.324 -3.559 0.1 0.0 -0.1
H -1.061 -2.011 -3.949 0.0 -0.1 -0.1
H -4.589 -1.497 0.723 -0.1 0.0 0.0
H -4.559 -2.756 2.844 0.0 0.0 0.0
H -2.402 -3.171 3.976 0.0 0.0 0.1
H -0.326 -2.246 3.081 0.1 -0.1 0.1
H 0.401 -0.249 3.527 -0.1 0.1 0.0
H 2.700 -0.733 4.316 -0.1 0.0 0.0
H 4.695 0.073 2.954 0.2 0.0 -0.1
H 4.310 0.015 0.530 0.2 0.0 0.0
H 3.891 -1.579 -1.116 -0.1 0.1 0.0
H 2.160 -2.112 -3.580 -0.2 0.0 -0.1
H 3.692 -2.905 -3.242 0.1 -0.1 0.0
H 3.658 -1.174 -3.530 0.0 0.1 -0.1
H 1.452 -3.376 -1.474 -0.1 -0.1 -0.1
H 2.087 -2.882 0.099 0.0 -0.1 0.1
H 3.074 -3.857 -0.991 0.1 -0.1 0.0
H 3.939 0.792 -1.965 -0.1 0.0 0.0
H 1.779 2.673 -0.861 0.2 0.1 0.0
H 3.377 3.169 -1.434 0.0 0.1 -0.1
H 3.228 2.174 0.014 0.0 0.1 0.0
H 1.261 1.766 -3.109 0.1 0.0 -0.1
H 2.293 0.561 -3.889 -0.1 0.0 -0.1
H 2.868 2.218 -3.707 0.0 0.1 -0.1
F -2.927 2.148 1.402 -0.1 0.4 0.0
C -1.926 2.349 2.285 -0.5 -0.6 -0.1
F -1.547 1.105 2.625 0.0 0.3 0.2
F -2.442 2.944 3.337 0.3 0.3 0.0
S -0.526 3.250 1.369 -1.0 0.6 1.1
O -1.046 3.238 0.003 0.0 0.2 -0.7
O -0.383 4.520 1.978 0.0 0.4 0.2
N 0.624 2.208 1.407 0.1 0.0 0.0
S 1.272 1.909 2.969 1.1 0.3 -0.1
O 0.258 2.439 3.826 -0.5 0.3 1.4
O 2.504 1.292 4.089 -0.6 0.4 0.0
C 2.524 3.381 2.722 0.8 0.0 -0.5
F 2.529 4.123 3.815 -0.3 -0.2 0.1
F 2.254 4.166 1.675 -0.1 -0.1 0.3
F 3.769 2.930 2.514 -0.1 -0.1 0.1
```
Positions in Å, forces in eV/Å.

***

DFT total energy (Ha)
-1567.7144 -33606.9172 -3668.6745
Max |F| (eV/Å)
1.364 11.946 2.063
HOMO-LUMO gap (eV)
6.5 6.1 6.7